Molecular formula: C3H10N2
Method: DFT, the ωB97M-V functional and the def2-TZVPD basis

CARTESIAN COORDINATES (ANGSTROEM)
C1 -1.301 0.319 -0.061
C2 0.059 -0.320 0.192
C3 1.203 0.612 -0.201
N1 2.524 -0.056 -0.050
N2 -2.386 -0.667 -0.034
H1 -1.456 1.072 0.732
H2 -1.306 0.812 -1.031
H3 0.200 -0.547 1.253
H4 0.136 -1.246 -0.381
H5 1.161 1.523 0.415
H6 1.086 0.924 -1.239
H7 3.147 0.552 0.470
H8 2.385 -0.866 0.546
H9 -3.089 -0.376 -0.712
H10 -2.836 -0.649 0.879

The total energy comes out at -229.74309 hartree. Its expectation value of S² is 0.750. The LUMO energy (spin up / spin down) comes out at 0.1524 / 0.1492 Eh. The calculation puts the frontier orbital gap (spin up / spin down) at 2.687 / 9.144 eV. The energy above the lowest of the compared OMol25 structures with the same formula, charge and spin is 0.376 eV. The spin multiplicity is 2. Its total charge is -1.